1.
The molecule C7H14Si3, computed with the ωB97M-V functional and the def2-TZVPD basis.

```
24
Properties=species:S:1:pos:R:3
Si -2.976 1.785 0.234
Si -3.424 -0.350 -0.382
Si -1.494 -1.866 0.039
C 0.434 -1.869 0.559
C 1.315 -0.639 0.270
C 1.594 -0.195 -1.039
C 2.430 0.844 -1.269
C 3.115 1.485 -0.221
C 2.872 1.051 1.090
C 1.973 0.023 1.320
H -3.763 3.047 0.231
H -2.684 1.916 1.589
H -1.854 2.145 -0.467
H -3.280 -0.212 -1.963
H -4.658 -0.942 -0.167
H -2.310 -2.957 0.632
H -1.550 -2.242 -1.302
H 0.852 -2.718 0.032
H 0.499 -2.118 1.602
H 0.904 -0.479 -1.925
H 2.637 1.204 -2.361
H 3.935 2.120 -0.507
H 3.593 1.395 1.786
H 1.843 -0.427 2.218
```

Output
ΔE to the lowest compared entry with this formula, charge and spin = 93.0 kJ/mol
frontier orbital gap = 9.35 eV
HOMO = -9.0 eV
structure (SMILES) = [SiH3][SiH2][SiH2]Cc1ccccc1
lowest unoccupied orbital energy = 0.3 eV

Here are the Löwdin charges for atoms 1 to 4, given in e: 0.3658 0.3039 0.5580 -0.2716



2.
The molecule C7H15B, computed with the ωB97M-V functional and the def2-TZVPD basis.

```
23
Properties=species:S:1:pos:R:3
C -2.751 -0.310 -0.062
B -1.327 0.350 0.098
C -0.870 1.789 -0.267
C 0.723 1.702 -0.032
C 1.106 0.255 -0.319
C 2.545 -0.065 0.154
C 0.014 -0.541 0.458
C -0.111 -2.020 -0.054
H -2.738 -1.276 -0.506
H -3.695 0.252 -0.502
H -2.922 -0.474 0.952
H -1.051 2.042 -1.350
H -1.514 2.651 0.119
H 1.405 2.125 -0.712
H 1.069 1.989 0.961
H 0.963 0.143 -1.401
H 2.620 0.180 1.145
H 3.097 0.671 -0.290
H 2.989 -1.110 -0.035
H 0.150 -0.538 1.573
H -0.754 -2.568 0.555
H 0.849 -2.436 0.033
H -0.373 -2.087 -1.073
```

Output
ΔE to the lowest compared entry with this formula, charge and spin = 150.2 kJ/mol
frontier orbital gap = 10.38 eV
HOMO = -9.6 eV
structure (SMILES) = CB1CC[C@@H](C)[C@@H]1C
lowest unoccupied orbital energy = 0.7 eV

Here are the Löwdin charges for atoms 1 to 4, given in e: -0.0242 -0.2952 -0.0720 -0.1729



3.
A cluster of 4 separate species, C7H15BBrN3O11 in total, computed with the ωB97M-V functional and the def2-TZVPD basis.

```
38
Properties=species:S:1:pos:R:3
O 3.089 -0.603 2.339
C 2.957 0.040 1.293
O 3.233 -0.283 -0.051
C 2.749 0.772 -0.975
C 1.833 1.545 0.068
Br 2.147 3.467 -0.479
C 0.241 1.454 -0.018
B -0.368 -0.035 -0.196
O -1.791 -0.205 0.118
O 0.322 -1.205 -0.675
O 2.393 1.380 1.395
H 3.710 1.301 -1.323
H 2.240 0.228 -1.851
H -0.210 2.149 -0.819
H -0.164 1.863 0.984
H -2.248 -0.520 -0.718
H 0.791 -1.639 0.067
C -4.219 -4.052 -1.702
N -3.654 -2.679 -1.690
O -2.540 -2.525 -2.173
O -4.351 -1.800 -1.194
H -3.500 -4.723 -2.166
H -4.403 -4.339 -0.672
H -5.145 -4.021 -2.276
C 4.233 7.091 0.285
N 2.830 7.231 -0.182
O 2.440 6.446 -1.030
O 2.170 8.124 0.319
H 4.697 6.260 -0.243
H 4.748 8.025 0.064
H 4.205 6.899 1.357
C -2.306 -4.615 2.033
N -3.054 -5.708 1.359
O -3.578 -6.548 2.067
O -3.089 -5.681 0.137
H -2.359 -4.765 3.109
H -1.274 -4.662 1.687
H -2.775 -3.672 1.751
```

Output
ΔE to the lowest compared entry with this formula, charge and spin = 123.5 kJ/mol
frontier orbital gap = 10.03 eV
HOMO = -10.3 eV
structure (SMILES) = O=C1OC[C@@](Br)(CB(O)O)O1.C[N+](=O)[O-].C[N+](=O)[O-].C[N+](=O)[O-]
lowest unoccupied orbital energy = -0.2 eV

Here are the Löwdin charges for atoms 1 to 4, given in e: 0.1276 -0.4005 -0.0086 -0.1116



4.
A cluster of 4 separate species, C7H15Cl6O in total, computed with the ωB97M-V functional and the def2-TZVPD basis.

```
29
Properties=species:S:1:pos:R:3
C 0.343 -1.188 0.094
O 0.236 -2.472 0.373
H 0.421 -0.510 1.008
H 1.283 -0.871 -0.468
H -0.527 -0.801 -0.516
Cl 2.743 1.550 2.524
C 2.549 1.518 0.741
C 2.830 2.856 0.128
Cl 1.443 3.970 0.281
H 1.525 1.208 0.550
H 3.232 0.759 0.370
H 3.021 2.728 -0.938
H 3.703 3.341 0.557
Cl -0.678 0.854 -4.818
C -0.272 -0.758 -4.114
C -1.447 -1.288 -3.336
Cl -1.053 -2.932 -2.813
H 0.590 -0.608 -3.471
H 0.004 -1.395 -4.948
H -2.355 -1.252 -3.931
H -1.561 -0.712 -2.420
Cl -1.272 -1.822 4.592
C -1.290 -0.492 3.400
C -2.674 -0.254 2.861
Cl -3.191 -1.610 1.833
H -0.579 -0.702 2.605
H -0.964 0.396 3.944
H -2.675 0.635 2.233
H -3.384 -0.147 3.677
```

Output
net charge = -1
ΔE to the lowest compared entry with this formula, charge and spin = 0.0 kJ/mol
frontier orbital gap = 5.43 eV
HOMO = -2.7 eV
lowest unoccupied orbital energy = 2.7 eV

Here are the Löwdin charges for atoms 1 to 4, given in e: -0.5353 -0.3925 0.0136 0.0354



5.
A structure of composition C7H15HfN2, computed with the ωB97M-V functional and the def2-TZVPD basis.

```
25
Properties=species:S:1:pos:R:3
C 2.434 -0.313 1.842
Hf -1.433 0.008 -0.430
N -0.096 -1.929 0.011
N -1.947 1.629 -2.049
H -0.612 -2.484 0.713
H 2.470 -1.170 2.470
H 1.724 0.437 2.268
H 2.061 -0.598 0.860
H 3.386 0.199 1.664
H -2.952 1.834 -1.914
H -1.865 1.314 -3.027
H -1.464 2.552 -2.011
H 0.014 -2.528 -0.808
H 0.850 -1.836 0.386
C -1.555 2.140 3.436
C -1.202 0.805 3.338
C -1.574 0.077 2.175
C -2.428 0.727 1.165
C -2.580 2.132 1.238
C -2.228 2.804 2.418
H -1.320 2.663 4.364
H -0.697 0.273 4.163
H -1.515 -1.020 2.249
H -3.094 2.655 0.437
H -2.529 3.848 2.544
```

Output
net charge = +1
ΔE to the lowest compared entry with this formula, charge and spin = 103.6 kJ/mol
frontier orbital gap (alpha / beta) = 5.91 / 5.77 eV
HOMO (alpha / beta) = -9.4 / -9.4 eV
lowest unoccupied orbital energy (alpha / beta) = -3.5 / -3.6 eV

Here are the Löwdin charges for atoms 1 to 4, given in e: -0.0376 1.2362 -0.0499 -0.0839